{
  "formula": "C27H44BrNOP2STi",
  "method": "wB97M-V/def2-TZVPD",
  "total_charge": 2,
  "s2": 2.05,
  "e_above_lowest_ev": 0.000,
  "gap_ev": [7.5, 5.9],
  "multiplicity": 3,
  "elements": ["C", "C", "C", "C", "N", "C", "C", "C", "C", "C", "C", "C", "C", "C", "Ti", "P", "H", "H", "H", "H", "H", "H", "H", "H", "C", "C", "H", "H", "H", "H", "H", "C", "C", "H", "H", "H", "H", "H", "C", "C", "H", "H", "H", "H", "H", "Br", "P", "C", "C", "H", "H", "H", "H", "H", "C", "C", "H", "H", "H", "H", "H", "C", "C", "H", "H", "H", "H", "H", "C", "S", "C", "O", "H", "H", "H", "H", "H", "H"],
  "xyz": [[-1.398171, -4.377284, 0.898179], [-1.821122, -3.276991, 0.131796], [-2.917980, -3.443317, -0.722595], [-3.341206, -4.767804, -0.984844], [-2.811647, -5.830026, -0.375352], [-1.865752, -5.650237, 0.549734], [-0.933741, -2.074772, 0.100503], [0.394479, -2.270744, -0.089001], [1.421185, -3.058954, -0.610511], [2.571571, -3.372208, 0.148001], [3.805177, -3.132489, -0.434148], [3.866600, -2.913887, -1.835439], [2.708949, -3.056317, -2.633490], [1.469871, -3.191793, -2.016934], [0.051314, -0.409619, 0.310533], [-0.919207, 1.507266, 1.856501], [-3.390119, -2.598721, -1.236834], [-0.647208, -4.282976, 1.683906], [-4.146031, -4.953681, -1.708287], [-1.467987, -6.540338, 1.046367], [0.545051, -3.383754, -2.564771], [2.464714, -3.720020, 1.170954], [2.748789, -3.004019, -3.713674], [4.699157, -3.139467, 0.185291], [-0.079192, 3.159099, 1.766398], [-0.933389, 4.423612, 1.774764], [0.515606, 3.128635, 0.843663], [0.645632, 3.200681, 2.592016], [-0.270171, 5.297744, 1.732661], [-1.597484, 4.492117, 0.903190], [-1.542065, 4.516742, 2.682974], [-2.732794, 1.813509, 1.840048], [-3.570629, 0.645567, 2.375605], [-3.005786, 2.012488, 0.791568], [-2.966557, 2.736658, 2.394151], [-4.601134, 0.720303, 2.003540], [-3.180280, -0.328085, 2.050673], [-3.612338, 0.650645, 3.473278], [-0.562158, 0.984660, 3.586214], [-0.897739, 2.021207, 4.657011], [0.505356, 0.710268, 3.632755], [-1.132536, 0.059522, 3.758866], [-0.565615, 1.644849, 5.632060], [-0.401352, 2.985260, 4.493118], [-1.977229, 2.203056, 4.736324], [5.483699, -2.716851, -2.634494], [-0.102880, 0.943179, -1.619809], [-0.902194, 2.631533, -1.584046], [-1.218315, 3.428449, -2.851375], [-0.240968, 3.252390, -0.962202], [-1.828526, 2.508302, -1.001661], [-1.820572, 4.306312, -2.566030], [-0.311026, 3.827519, -3.322808], [-1.803950, 2.862024, -3.589216], [1.571736, 1.254867, -2.308454], [1.642517, 1.658319, -3.775068], [2.154063, 0.333044, -2.146180], [2.023338, 2.036832, -1.681041], [2.633587, 2.059497, -4.010064], [1.485782, 0.801407, -4.435824], [0.914392, 2.423158, -4.051881], [-0.908345, -0.243582, -2.799008], [-1.713934, 0.366625, -3.938739], [-1.556129, -0.893537, -2.187950], [-0.110609, -0.893863, -3.198624], [-2.065109, -0.431631, -4.603740], [-2.619725, 0.860031, -3.567661], [-1.114308, 1.078721, -4.519964], [3.026900, 1.598642, 1.807588], [3.378179, -0.012532, 1.107243], [3.492129, -1.002474, 2.593488], [1.919343, -0.344024, 0.559589], [3.954903, 2.071623, 2.147589], [2.308400, 1.497589, 2.630823], [2.594249, 2.199309, 1.001986], [4.288707, -0.577049, 3.207016], [2.543390, -1.007886, 3.143496], [3.776444, -2.012327, 2.280257]],
  "forces_ev_per_angstrom": [[0.109, -0.668, -0.600], [0.231, -0.140, 0.127], [0.236, -0.426, -0.315], [0.053, 0.544, 0.698], [0.034, -0.025, -0.416], [-0.438, 0.820, 0.350], [-0.097, -1.269, 0.515], [-1.452, -3.970, -1.072], [-1.133, 0.386, 0.594], [1.222, 0.567, -0.060], [-0.761, -0.522, 0.203], [-1.029, -0.430, 0.472], [-0.891, -0.061, 0.422], [1.075, 0.230, -0.947], [-0.502, 2.488, 1.751], [-0.205, 0.000, 0.652], [0.352, -0.351, 0.077], [-0.058, 0.089, -0.350], [0.363, 0.037, 0.356], [-0.236, 0.259, -0.166], [0.270, 0.493, 0.026], [0.066, 0.484, 0.068], [0.288, -0.223, 0.032], [0.028, -0.277, -0.382], [0.319, -0.083, -0.290], [-0.099, 0.311, -0.012], [-0.038, 0.141, 0.233], [-0.203, -0.076, -0.150], [-0.176, -0.187, 0.050], [0.094, -0.126, 0.226], [0.157, -0.062, -0.229], [-0.235, 0.316, -0.232], [-0.063, -0.159, 0.070], [0.092, -0.028, 0.283], [0.169, -0.308, -0.164], [0.293, 0.023, 0.154], [-0.062, 0.141, 0.043], [0.057, -0.041, -0.308], [-0.173, -0.009, -0.001], [-0.021, -0.022, 0.390], [-0.279, 0.043, -0.006], [0.199, 0.153, -0.035], [-0.103, 0.154, -0.148], [-0.093, -0.217, 0.001], [0.241, -0.056, -0.114], [1.018, 0.308, -0.480], [-0.067, 1.163, -1.845], [-0.292, -0.276, 0.077], [-0.199, 0.326, -0.328], [-0.088, -0.325, -0.074], [0.218, -0.045, -0.120], [0.187, -0.304, -0.071], [-0.303, -0.193, 0.079], [0.333, 0.334, 0.330], [0.145, -0.131, 0.139], [0.111, 0.073, -0.472], [-0.116, 0.256, 0.028], [-0.075, -0.135, -0.016], [-0.119, -0.094, 0.054], [-0.047, 0.050, 0.098], [0.145, -0.141, 0.103], [-0.255, 0.006, 0.053], [-0.226, -0.101, -0.305], [0.199, 0.202, -0.260], [-0.094, 0.291, 0.274], [0.173, 0.170, 0.048], [0.261, 0.029, -0.060], [-0.279, -0.263, 0.072], [0.331, 0.231, 0.227], [-2.298, -0.019, -0.307], [0.160, -0.176, -0.016], [3.220, 0.828, 1.262], [-0.138, -0.126, -0.002], [0.251, -0.056, -0.236], [0.164, -0.172, 0.080], [0.015, -0.012, -0.021], [0.168, 0.108, -0.259], [-0.107, 0.249, 0.153]]
}